1.
The following is a quantum chemistry calculation of a 2-piece molecular cluster, H12N2Si4 overall, from the OMol25 dataset.

Geometry as ORCA input:
```
! RIJCOSX wB97M-V def2-TZVPD def2/J DEFGRID3
* xyz 0 1
N -0.567 -2.359 3.239
Si -1.620 -1.151 2.537
Si 0.015 -0.106 1.406
H 0.037 -2.775 2.604
H -1.138 -3.047 3.724
H -2.613 -1.786 1.612
H -2.005 -0.568 3.886
H 1.376 -0.583 1.455
H -0.372 -0.816 0.097
H -0.038 1.415 1.642
N 1.567 2.437 -1.404
Si 1.508 1.186 -2.644
Si -0.305 0.792 -3.874
H 0.959 2.168 -0.620
H 1.948 3.322 -1.526
H 2.515 1.931 -3.556
H -1.169 -0.173 -3.314
H -0.099 0.113 -5.263
*
```

The calculation puts the HOMO energy at -7.84 eV. As for the SMILES: N[SiH2][SiH3].N[SiH]=[SiH2].



2.
The following is a quantum chemistry calculation of a 5-piece molecular cluster, H12NO4 overall, from the OMol25 dataset.

Geometry as ORCA input:
```
! RIJCOSX wB97M-V def2-TZVPD def2/J DEFGRID3
* xyz 2 2
N 0.342 -0.771 0.047
H 0.258 0.238 -0.146
H -0.562 -1.409 -0.125
H 0.679 -0.861 0.945
H 1.195 -1.105 -0.554
H -2.413 -2.652 0.000
H -1.939 -3.705 -1.056
O -1.590 -2.972 -0.451
H 0.027 2.655 0.801
H 0.915 2.627 -0.531
O 0.298 2.096 0.000
H 0.655 0.327 3.246
H 0.496 -1.168 3.794
O 0.785 -0.596 3.043
H 0.035 1.753 -3.376
H 0.390 3.247 -2.944
O 0.428 2.296 -2.695
*
```

The calculation puts the HOMO energy (alpha / beta) at -18.44 / -18.32 eV. Its expectation value of S² is 0.76.



Max |F| list, top to bottom, in eV/Å: 4.8; 4.6